No. 1
Density functional theory data (wB97M-V/def2-TZVPD) for a molecular structure, C7H13NOPRh.

Positions of all 24 atoms, in Å:
C1 -0.7779 0.3368 -3.0070
C2 -1.4980 1.4853 -2.5589
C3 -0.5440 2.3982 -2.0024
C4 0.7570 1.9859 -2.4392
C5 0.6610 0.6658 -2.9428
Rh1 0.1877 -1.8616 0.7305
P1 -0.0355 -2.7945 -1.1070
H1 -1.1677 -0.6254 -3.3402
H2 -2.5712 1.6023 -2.5661
H3 -0.7802 3.2939 -1.4323
H4 1.4649 -0.0076 -3.2271
H5 1.6579 2.6032 -2.3973
H6 0.9536 -3.7970 -1.3701
H7 -1.2442 -3.4823 -1.4475
H8 -0.2686 -3.3267 0.5855
C6 1.1572 0.6209 3.7428
C7 0.4823 -0.0391 2.5886
N1 -0.7917 -0.5368 2.7545
O1 1.0270 -0.2543 1.4829
H9 0.8659 0.1564 4.6939
H10 0.8364 1.6628 3.7638
H11 2.2461 0.5658 3.6345
H12 -1.4843 -0.1034 2.1435
H13 -1.1335 -0.5484 3.7173

The value obtained for the calculated total energy is -23296.684 eV. For the molar mass, the calculation gives 261.07 g/mol. As for the spin multiplicity: 5. As for the charge: 0. As for the energy above the lowest of the compared OMol25 structures with the same formula, charge and spin: 0.0 kcal per mole. As for the largest force on an atom: 4.4 eV Å⁻¹. The value obtained for the gap between HOMO and LUMO (alpha / beta) is 4.86 / 6.47 eV. For the LUMO energy (alpha / beta), the calculation gives 0.6 / -1.5 eV.


No. 2
Density functional theory data (wB97M-V/def2-TZVPD) for a gas-phase ion, C7H13O (charge -1).

Positions of all 21 atoms, in Å:
C1 1.9037 0.9243 -2.3581
O1 2.0509 -0.2554 -2.9312
C2 1.2450 0.8932 -0.8830
C3 0.0199 -0.0436 -1.0136
C4 -0.7181 -0.3646 0.2477
C5 -0.7259 -1.5359 0.9163
C6 -0.8929 -1.5751 2.4378
C7 -1.4786 0.8075 0.8372
H1 2.9133 1.3929 -2.1965
H2 1.2180 1.6923 -2.8485
H3 1.9857 0.5679 -0.1550
H4 0.9291 1.9353 -0.6775
H5 0.4977 -0.9691 -1.3672
H6 -0.6073 0.4322 -1.7510
H7 -0.4119 -2.4530 0.4334
H8 -0.4664 -0.6638 2.8448
H9 -1.9661 -1.6637 2.6040
H10 -0.4151 -2.4759 2.8219
H11 -1.4190 1.6969 0.2061
H12 -1.1463 1.1503 1.8222
H13 -2.5156 0.5074 1.0101

The value obtained for the calculated total energy is -9515.789 eV. For the molar mass, the calculation gives 113.18 g/mol. Its structure (SMILES) is C/C=C(\C)CCC[O-]. As for the charge: -1. As for the energy above the lowest of the compared OMol25 structures with the same formula, charge and spin: 14.4 kcal per mole. As for the largest force on an atom: 1.9 eV Å⁻¹. The value obtained for the gap between HOMO and LUMO is 5.90 eV. For the LUMO energy, the calculation gives 3.6 eV.


No. 3
Density functional theory data (wB97M-V/def2-TZVPD) for 2 unconnected molecules or ions with the total composition C7H13O.

Positions of all 21 atoms, in Å:
C1 -3.3752 -0.6776 0.1096
O1 -4.3818 0.1024 0.4573
C2 -2.1692 0.0881 -0.5044
C3 -0.9700 -0.7396 -0.7807
C4 0.2491 -0.5127 -0.3083
C5 1.5545 -1.1066 -0.2529
C6 0.9056 0.5459 0.3753
C7 1.6041 1.6959 -0.2897
H1 -3.5875 -1.4910 -0.6583
H2 -2.9669 -1.3497 0.9256
H3 -1.8948 0.9325 0.1347
H4 -2.5418 0.5193 -1.4397
H5 3.9671 -0.4303 1.9779
H6 -1.0532 -1.7710 -1.1393
H7 2.4287 -0.5581 -0.6068
H8 1.7743 -1.8368 0.5188
H9 1.0735 0.5271 1.4497
H10 4.0897 0.1013 1.4755
H11 2.6947 1.6944 -0.1742
H12 1.4592 1.6628 -1.3685
H13 1.1399 2.6038 0.0983

The value obtained for the calculated total energy is -9512.781 eV. For the molar mass, the calculation gives 113.18 g/mol. As for the charge: -1. As for the energy above the lowest of the compared OMol25 structures with the same formula, charge and spin: 83.8 kcal per mole. As for the largest force on an atom: 2.7 eV Å⁻¹. The value obtained for the gap between HOMO and LUMO is 5.83 eV. For the LUMO energy, the calculation gives 3.6 eV.


No. 4
Density functional theory data (wB97M-V/def2-TZVPD) for a single C7H13O5P molecule.

Positions of all 26 atoms, in Å:
C1 -3.1336 -2.3365 -1.6482
C2 -2.5944 -1.6222 -0.8535
C3 -1.9721 -0.7634 0.1449
C4 -0.5886 -0.2426 -0.3320
C5 0.4840 -1.3278 -0.1620
O1 1.7227 -0.8371 0.3238
C6 1.7159 -0.4881 1.7066
P1 2.3385 1.2055 1.9047
O2 3.0641 1.4188 3.1510
O3 1.0845 2.1889 1.6986
O4 3.2639 1.4305 0.6220
O5 -0.6285 0.0694 -1.7087
C7 -1.0365 1.3909 -2.0280
H1 -3.3965 -2.9167 -2.4978
H2 -1.8577 -1.3195 1.0753
H3 -2.6305 0.0757 0.3735
H4 -0.3273 0.6431 0.2484
H5 0.1128 -2.1460 0.4579
H6 0.6919 -1.7259 -1.1510
H7 0.7239 -0.6069 2.1417
H8 2.4119 -1.1244 2.2521
H9 1.1576 2.6798 0.8726
H10 2.8236 1.1502 -0.1932
H11 -1.2541 1.9828 -1.1392
H12 -1.9273 1.3485 -2.6536
H13 -0.2481 1.8730 -2.6059

The value obtained for the calculated total energy is -26995.505 eV. For the molar mass, the calculation gives 208.15 g/mol. Its structure (SMILES) is C#CC[C@@H](COCP(=O)(O)O)OC. As for the charge: 0. As for the energy above the lowest of the compared OMol25 structures with the same formula, charge and spin: 6.3 kcal per mole. As for the largest force on an atom: 0.8 eV Å⁻¹. The value obtained for the gap between HOMO and LUMO is 10.24 eV. For the LUMO energy, the calculation gives 0.2 eV.


No. 5
Density functional theory data (wB97M-V/def2-TZVPD) for a molecular structure, C7H14.

Positions of all 21 atoms, in Å:
C1 -0.4477 1.8292 0.5650
C2 -0.0969 0.5916 -0.1989
C3 -1.5809 -0.3835 -0.9439
C4 -1.4676 -0.6183 0.8581
C5 1.0810 -0.1455 0.2880
C6 2.3433 0.0777 -0.5260
C7 1.6824 -1.2592 -0.5306
H1 -0.3973 1.7621 1.6705
H2 0.2938 2.5777 0.2552
H3 -1.4326 2.2242 0.2900
H4 -2.4524 -1.0664 -0.8531
H5 -1.9861 0.5322 -1.3704
H6 -0.9219 -0.8735 -1.6552
H7 -0.8286 -0.2738 1.6705
H8 -2.4827 -0.2934 1.0926
H9 -1.4091 -1.7071 0.8438
H10 1.2568 -0.2255 1.3722
H11 2.2507 0.6871 -1.4189
H12 3.2749 0.1960 0.0196
H13 2.1624 -2.0730 0.0049
H14 1.1585 -1.5586 -1.4334

The value obtained for the calculated total energy is -7479.410 eV. For the molar mass, the calculation gives 98.19 g/mol. As for the charge: 0. As for the energy above the lowest of the compared OMol25 structures with the same formula, charge and spin: 158.8 kcal per mole. As for the largest force on an atom: 0.5 eV Å⁻¹. The value obtained for the gap between HOMO and LUMO is 7.93 eV. For the LUMO energy, the calculation gives 1.1 eV.


No. 6
Density functional theory data (wB97M-V/def2-TZVPD) for a single C7H14 molecule.

Positions of all 21 atoms, in Å:
C1 0.9225 -1.4982 0.7686
C2 0.7117 0.0160 0.8654
C3 1.9425 0.6655 1.4990
C4 0.3633 0.6238 -0.5119
C5 -1.1304 0.7966 -0.7413
C6 -1.8237 0.2844 -1.9716
C7 -2.0994 -0.3497 -0.6376
H1 1.8112 -1.7197 0.1630
H2 1.0709 -1.9452 1.7580
H3 0.0721 -2.0020 0.2990
H4 -0.1439 0.2013 1.5299
H5 2.1115 0.2711 2.5079
H6 2.8437 0.4616 0.9069
H7 1.8278 1.7528 1.5752
H8 0.8349 1.6109 -0.6118
H9 0.8013 0.0061 -1.3090
H10 -1.5215 1.7376 -0.3562
H11 -2.5969 0.8911 -2.4342
H12 -1.2291 -0.2938 -2.6749
H13 -1.7133 -1.3498 -0.4668
H14 -3.0554 -0.1604 -0.1576

The value obtained for the calculated total energy is -7485.344 eV. For the molar mass, the calculation gives 98.19 g/mol. Its structure (SMILES) is CC(C)CC1CC1. As for the charge: 0. As for the energy above the lowest of the compared OMol25 structures with the same formula, charge and spin: 21.9 kcal per mole. As for the largest force on an atom: 0.2 eV Å⁻¹. The value obtained for the gap between HOMO and LUMO is 11.30 eV. For the LUMO energy, the calculation gives 1.2 eV.


No. 7
Density functional theory data (wB97M-V/def2-TZVPD) for 2 unconnected molecules or ions with the total composition C7H14.

Positions of all 21 atoms, in Å:
C1 1.5476 -0.6613 1.3419
C2 0.0745 -0.5352 1.1661
C3 0.1588 -1.3898 -1.8201
C4 0.7995 -0.0111 -2.0422
C5 -0.3685 0.8189 1.0074
C6 -1.6640 1.0685 1.8227
C7 -1.7418 1.0388 0.3602
H1 2.1745 0.2051 1.0687
H2 1.6779 -0.8429 2.4211
H3 1.9258 -1.5689 0.8563
H4 0.7761 -2.1954 -2.2302
H5 0.0026 -1.5946 -0.7527
H6 -0.8353 -1.4609 -2.2817
H7 1.4519 0.2774 -1.2066
H8 1.4240 0.0265 -2.9435
H9 0.0313 0.7651 -2.1320
H10 0.3171 1.6729 0.9401
H11 -2.0264 0.2087 2.3742
H12 -1.6996 2.0204 2.3425
H13 -1.8420 1.9831 -0.1676
H14 -2.1839 0.1748 -0.1246

The value obtained for the calculated total energy is -7481.935 eV. For the molar mass, the calculation gives 98.19 g/mol. As for the charge: 0. As for the energy above the lowest of the compared OMol25 structures with the same formula, charge and spin: 100.5 kcal per mole. As for the largest force on an atom: 0.4 eV Å⁻¹. The value obtained for the gap between HOMO and LUMO is 8.58 eV. For the LUMO energy, the calculation gives 0.6 eV.


No. 8
Density functional theory data (wB97M-V/def2-TZVPD) for a single C7H14 molecule.

Positions of all 21 atoms, in Å:
C1 2.7714 -0.6358 -0.5562
C2 1.5709 0.1435 0.0016
C3 0.2892 -0.0678 -0.8314
C4 -0.9979 -0.4852 -0.1760
C5 -1.3963 -1.7739 -0.1238
C6 -1.5355 0.4958 0.8198
C7 -1.1438 2.0205 0.7009
H1 3.6727 -0.3827 0.0171
H2 2.6408 -1.7173 -0.5772
H3 2.9228 -0.3088 -1.5960
H4 1.8960 1.1145 0.3689
H5 1.3044 -0.2811 0.9940
H6 0.5621 -0.7817 -1.6265
H7 0.0724 0.8139 -1.4462
H8 -0.6500 -2.5158 -0.3807
H9 -2.2078 -2.0604 0.5271
H10 -2.6268 0.5851 0.8009
H11 -1.2596 0.2619 1.8545
H12 -0.3344 2.1736 1.4231
H13 -1.9732 2.5030 1.2416
H14 -0.9975 2.4643 -0.2800

The value obtained for the calculated total energy is -7484.472 eV. For the molar mass, the calculation gives 98.19 g/mol. Its structure (SMILES) is C=C(CC)CCC. As for the charge: 0. As for the energy above the lowest of the compared OMol25 structures with the same formula, charge and spin: 42.0 kcal per mole. As for the largest force on an atom: 2.7 eV Å⁻¹. The value obtained for the gap between HOMO and LUMO is 10.15 eV. For the LUMO energy, the calculation gives 1.1 eV.


- The highest molar mass belongs to which entry?
  C7H13NOPRh


- What is the energy above the lowest of the compared OMol25 structures with the same formula, charge and spin in the fourth record?
  6.3 kcal per mole